Entry from the OMol25 dataset: C33H33AsIrN3O5S3 as an isolated structure (ωB97M-V/def2-TZVPD).

Values from the calculation:
**LUMO (spin up / spin down)**: -2.865 / -3.888 eV
**<S²>**: 0.76
**Relative energy (zero: lowest compared OMol25 entry of this formula, charge and spin)**: 0.000 eV
**HOMO-LUMO gap (spin up / spin down)**: 6.9275 / 6.9587 eV

Geometry as ORCA input:
```
! wB97M-V def2-TZVPD RIJCOSX def2/J DEFGRID3
* xyz 1 2
Ir 0.499 0.149 0.699
C 4.949 1.279 0.554
C 3.453 1.213 0.420
S 2.719 -0.199 1.000
C 2.712 2.230 -0.164
C 3.337 3.487 -0.699
S 1.029 2.105 -0.340
H 5.332 0.377 1.028
H 5.249 2.135 1.160
H 5.424 1.377 -0.424
H 4.422 3.459 -0.641
H 2.988 4.354 -0.136
H 3.054 3.640 -1.741
O -1.523 0.466 0.162
As -3.086 -0.059 0.386
C -3.820 0.648 2.007
C -5.005 0.146 2.539
C -5.547 0.729 3.675
C -4.915 1.817 4.265
C -3.744 2.327 3.718
C -3.194 1.747 2.583
C -4.073 0.623 -1.096
C -5.364 0.170 -1.345
C -6.077 0.703 -2.407
C -5.498 1.679 -3.209
C -4.208 2.123 -2.957
C -3.487 1.597 -1.894
C -3.317 -1.960 0.369
C -3.309 -2.605 -0.865
C -3.503 -3.977 -0.924
C -3.703 -4.701 0.242
C -3.699 -4.059 1.475
C -3.506 -2.688 1.540
H -5.508 -0.695 2.076
H -6.467 0.343 4.093
H -5.346 2.278 5.143
H -3.266 3.189 4.166
H -2.284 2.140 2.146
H -5.811 -0.602 -0.728
H -7.081 0.356 -2.612
H -6.056 2.091 -4.039
H -3.761 2.878 -3.589
H -2.475 1.925 -1.690
H -3.166 -2.038 -1.778
H -3.504 -4.480 -1.883
H -3.862 -5.770 0.193
H -3.857 -4.627 2.382
H -3.522 -2.186 2.499
O 0.008 -1.846 1.308
C 0.128 -2.265 0.104
O 0.441 -1.420 -0.778
C -0.093 -3.688 -0.229
C -0.053 -4.090 -1.561
C -0.295 -5.413 -1.886
C -0.568 -6.299 -0.859
C -0.588 -5.929 0.472
C -0.348 -4.603 0.785
N -0.864 -7.710 -1.202
O -1.163 -8.452 -0.290
O -0.801 -8.024 -2.370
H 0.161 -3.360 -2.329
H -0.278 -5.765 -2.907
H -0.793 -6.669 1.231
H -0.357 -4.270 1.814
C -0.362 2.394 5.427
N -0.868 1.146 4.900
C -1.621 0.201 5.723
C -1.988 -0.897 4.714
N -1.118 -0.587 3.582
C -0.525 0.597 3.733
S 0.531 1.378 2.651
H -1.089 2.794 6.132
H -0.227 3.106 4.615
H 0.593 2.256 5.940
H -2.501 0.687 6.143
H -0.998 -0.171 6.541
H -3.038 -0.823 4.419
H -1.793 -1.897 5.095
H -0.858 -1.230 2.843
*
```

=====

Entry from the OMol25 dataset: C6H14BCdINO6PSi as an isolated structure at a distorted geometry (ωB97M-V/def2-TZVPD).

Values from the calculation:
**LUMO**: -11.597 eV
**Relative energy (zero: lowest compared OMol25 entry of this formula, charge and spin)**: 1.280 eV
**HOMO-LUMO gap**: 3.0856 eV

Geometry as ORCA input:
```
! wB97M-V def2-TZVPD RIJCOSX def2/J DEFGRID3
* xyz 2 1
C -1.224 0.013 -3.091
N -1.749 0.749 -1.920
C -3.220 0.443 -1.889
C -1.226 0.331 -0.677
O -1.802 0.568 0.358
C 0.072 -0.453 -0.590
Si 0.884 -0.340 1.107
C 0.270 -1.672 2.275
C -1.238 -1.683 2.335
O -1.917 -2.044 1.424
I -2.101 -1.017 4.175
B 0.887 1.514 1.953
O 1.875 1.810 2.860
O -0.084 2.407 1.698
P 3.066 -0.905 0.659
O 4.047 -0.229 1.685
O 3.356 -0.358 -0.885
H -0.142 0.051 -3.197
H -1.580 -1.009 -3.108
H -1.626 0.474 -3.975
H -3.741 1.107 -1.232
H -3.364 -0.591 -1.619
H -3.585 0.577 -2.891
H -0.159 -1.498 -0.777
H 0.843 -0.186 -1.374
H 0.561 -2.620 1.835
H 0.746 -1.603 3.241
H 2.567 2.353 2.479
H 0.279 3.262 1.444
H 4.360 0.638 1.378
H 3.123 -1.097 -1.461
Cd 1.795 1.038 -2.223
*
```